DFT (ωB97M-V with the def2-TZVPD basis set) results for 2 unconnected molecules or ions with the total composition C5H7N.

Element x y z (Å)
C  -1.55860  -0.01961  0.20419
C  2.41301  0.29446  0.97667
C  -1.07559  0.82042  1.34726
H  -0.62860  0.19664  2.11915
C  -1.95648  -0.70762  -0.71168
N  1.94954  -0.30858  -0.04145
H  -2.14318  -1.20941  -1.59409
H  1.98538  0.06568  1.87976
H  1.07389  -0.77338  -1.76895
C  1.79714  -0.98717  -1.00431
H  -0.38076  1.51965  0.97856
H  -1.74989  1.49567  1.85678
H  3.26071  1.13764  0.87158

Properties
* E: -6783.206 eV
* multiplicity: 1
* HOMO-LUMO gap: 8.90 eV
* molar mass: 81.12 g mol⁻¹

---

DFT (ωB97M-V with the def2-TZVPD basis set) results for a single C5H7N molecule.

Element x y z (Å)
H  1.58574  -0.30921  1.54707
C  0.90211  -0.41175  0.71765
C  -0.35108  0.36157  0.55472
H  -2.34891  0.65040  -0.11677
H  -2.14832  -0.77356  0.91960
H  1.23202  1.69114  -0.27785
H  -1.57442  -0.81068  -0.77121
C  1.24342  0.00544  -1.56249
H  -0.42056  1.16423  1.28499
N  1.82723  -0.65922  -2.31286
C  -1.68338  -0.18632  0.11933
H  0.90829  -1.40095  0.25159
C  0.82786  0.67891  -0.35376

Properties
* E: -6787.019 eV
* multiplicity: 1
* HOMO-LUMO gap: 11.18 eV
* SMILES: C[C@H]1C[C@H]1C#N
* molar mass: 81.12 g mol⁻¹

---

DFT (ωB97M-V with the def2-TZVPD basis set) results for a single C5H7N molecule.

Element x y z (Å)
C  -1.74667  0.36150  0.06889
C  0.62752  -0.07469  -0.02206
H  -0.27644  -2.04898  -0.75992
C  2.04854  0.24475  0.26155
H  2.20123  0.37462  1.33246
N  -1.94934  -0.83851  -0.40100
C  0.21841  -1.13009  -0.66747
H  -2.90141  -1.19590  -0.27798
H  -0.23527  1.87673  0.22835
H  2.70990  -0.55001  -0.07075
H  -2.56012  0.99572  0.42214
C  -0.44427  0.83101  0.14589
H  2.31612  1.16473  -0.25393

Properties
* E: -6784.097 eV
* multiplicity: 1
* HOMO-LUMO gap: 7.61 eV
* molar mass: 81.12 g mol⁻¹

---

DFT (ωB97M-V with the def2-TZVPD basis set) results for a single C5H7N molecule.

Element x y z (Å)
N  -0.30869  -1.11260  0.02750
H  2.28211  -1.04880  0.14827
H  2.50431  0.70733  0.34533
C  -1.65566  -0.73344  -0.01769
H  2.14997  0.01288  -1.24122
C  -1.73983  0.62024  -0.02573
H  -2.42624  -1.49219  -0.08289
H  -2.65006  1.20214  -0.09459
H  -0.10522  2.17887  0.09583
H  -0.03120  -1.48577  0.93596
C  -0.39504  1.13836  0.04692
C  0.44910  0.07506  0.03140
C  1.92645  -0.06209  -0.16910

Properties
* E: -6787.790 eV
* multiplicity: 1
* HOMO-LUMO gap: 9.37 eV
* SMILES: Cc1ccc[nH]1
* molar mass: 81.12 g mol⁻¹

---

DFT (ωB97M-V with the def2-TZVPD basis set) results for a single C5H7N molecule.

Element x y z (Å)
C  1.79922  -0.50702  -0.14293
H  0.67472  1.05538  -0.72883
C  -1.77171  -0.39631  -0.32404
C  2.67112  -0.93738  -0.85686
H  0.12078  0.67059  2.28421
N  -0.58668  -0.32310  0.49536
H  -0.64382  1.77731  1.02371
H  3.52585  -1.12057  -1.46282
H  -2.06043  0.54817  -0.81304
C  -0.15917  0.81867  1.24528
C  0.62775  0.31585  0.07566
H  -1.59205  -1.15746  -1.09070
H  -2.60559  -0.74412  0.29499

Properties
* E: -6784.710 eV
* multiplicity: 1
* HOMO-LUMO gap: 10.40 eV
* SMILES: C#C[C@@H]1CN1C
* molar mass: 81.12 g mol⁻¹

---

DFT (ωB97M-V with the def2-TZVPD basis set) results for a single C5H7N molecule.

Element x y z (Å)
H  3.55124  -0.86135  0.16884
H  -2.82690  -1.01889  0.86914
H  0.31295  1.27042  -1.64367
H  -1.27660  -0.17462  -1.18800
H  0.83016  2.41269  -0.37454
H  -1.46757  -2.05523  0.40736
C  -1.73754  -1.06812  0.80355
C  2.76653  -0.19051  -0.10335
C  0.65001  1.35656  -0.59643
C  1.87774  0.56830  -0.39326
C  -1.10916  -0.06081  -0.10336
N  -0.28209  0.77734  0.36114
H  -1.28877  -0.95578  1.79259

Properties
* E: -6785.802 eV
* multiplicity: 1
* HOMO-LUMO gap: 10.99 eV
* SMILES: C#CC/N=C/C
* molar mass: 81.12 g mol⁻¹

---

Number 1: maximum force 3.98 eV/A, E_HOMO -8.0 eV. Number 2: maximum force 1.24 eV/A, E_HOMO -10.3 eV. Number 3: maximum force 2.01 eV/A, E_HOMO -7.4 eV. Number 4: maximum force 1.26 eV/A, E_HOMO -8.3 eV. Number 5: maximum force 0.79 eV/A, E_HOMO -9.4 eV. Number 6: maximum force 0.54 eV/A, E_HOMO -9.8 eV.